(1)
The following is a DFT calculation (ωB97M-V with the def2-TZVPD basis set) of a molecular structure, C44H40BrN3O2PbSSb2Se4 in a non-equilibrium geometry.

Computed properties:
Gap between HOMO and LUMO = 6.411 eV
Total energy = -415427.6927 eV
Energy relative to the best compared isomer or geometry (same formula, charge and spin) = 54.7 kJ/mol
Net charge = 0
HOMO = -7.709 eV

Geometry (Å):
Pb -1.189 -0.290 1.248
O -2.522 0.404 -5.201
C -2.755 1.648 -4.696
C -3.296 2.603 -5.549
C -3.524 3.889 -5.100
C -3.247 4.235 -3.788
C -2.719 3.285 -2.932
C -2.458 1.998 -3.375
C -1.809 0.961 -2.484
O -1.361 1.439 -1.266
N -2.684 -0.186 -2.388
N -2.224 -1.319 -1.857
C -2.954 -2.369 -1.848
C -2.493 -3.611 -1.295
Br -1.041 -3.484 -0.047
C -2.979 -4.836 -1.550
C -3.926 -5.161 -2.606
C -3.887 -4.522 -3.846
C -4.744 -4.902 -4.861
C -5.658 -5.924 -4.655
C -5.698 -6.574 -3.432
C -4.834 -6.205 -2.421
H -2.207 -0.191 -4.509
H -3.518 2.315 -6.564
H -3.908 4.629 -5.786
H -3.430 5.238 -3.432
H -2.489 3.548 -1.909
H -0.867 0.609 -2.959
H -3.681 -0.068 -2.568
H -3.974 -2.372 -2.243
H -2.610 -5.678 -0.978
H -3.145 -3.760 -4.033
H -4.685 -4.412 -5.822
H -6.329 -6.222 -5.447
H -6.396 -7.383 -3.274
H -4.863 -6.718 -1.472
S 2.552 0.231 -2.557
C 1.442 0.480 -1.257
N 1.392 -0.428 -0.350
C 2.252 -1.461 -0.629
C 2.422 -2.633 0.106
C 3.352 -3.555 -0.324
C 4.113 -3.338 -1.472
C 3.947 -2.197 -2.230
C 3.011 -1.270 -1.804
H 0.835 1.364 -1.242
H 1.833 -2.803 0.991
H 3.488 -4.469 0.234
H 4.844 -4.072 -1.774
H 4.529 -2.012 -3.122
Se -5.336 -1.548 0.653
Sb -4.604 0.313 1.992
Se -2.578 1.743 0.139
Se -5.693 2.398 2.402
Se -2.638 -0.262 3.530
C 3.201 3.781 3.527
C 2.320 3.120 4.545
C 2.439 3.501 5.876
C 1.617 2.980 6.857
C 0.622 2.086 6.511
C 0.499 1.681 5.196
C 1.355 2.166 4.217
Sb 1.152 1.166 2.290
C 2.041 2.572 0.906
C 3.197 2.292 0.202
C 3.692 3.182 -0.736
C 3.014 4.362 -0.979
C 1.854 4.642 -0.281
C 1.345 3.756 0.661
C 0.068 4.084 1.363
C 2.247 -0.630 2.906
C 1.355 -1.595 3.368
C 1.769 -2.863 3.733
C 3.114 -3.177 3.642
C 4.013 -2.210 3.235
C 3.603 -0.928 2.867
C 4.650 0.068 2.473
H 3.950 4.398 4.016
H 2.614 4.424 2.870
H 3.718 3.057 2.900
H 3.198 4.222 6.143
H 1.747 3.285 7.883
H -0.050 1.697 7.258
H -0.283 0.980 4.932
H 3.722 1.367 0.378
H 4.601 2.953 -1.274
H 3.385 5.063 -1.711
H 1.324 5.564 -0.471
H -0.224 5.115 1.179
H 0.149 3.929 2.440
H -0.733 3.444 0.986
H 0.301 -1.355 3.458
H 1.049 -3.595 4.069
H 3.469 -4.164 3.905
H 5.066 -2.452 3.193
H 5.527 -0.048 3.108
H 4.275 1.084 2.577
H 4.971 -0.095 1.444

Here are the Löwdin charges for atoms 1 to 5, given in e: 0.464, 0.063, -0.267, -0.013, -0.082

(2)
The following is a DFT calculation (ωB97M-V with the def2-TZVPD basis set) of a molecular structure, C44H40CuN2O3P2SSe.

Computed properties:
Gap between HOMO and LUMO = 5.600 eV
Total energy = -194800.7597 eV
Energy relative to the best compared isomer or geometry (same formula, charge and spin) = 47.2 kJ/mol
Net charge = -1
HOMO = -3.097 eV

Geometry (Å):
Cu 1.019 -1.030 -1.100
O 1.336 0.312 0.990
S 2.704 -0.383 0.953
O 1.338 -2.438 1.215
O 3.000 -1.005 -0.421
C 3.517 1.192 0.499
C 4.758 1.576 0.960
C 5.346 2.746 0.483
C 4.691 3.500 -0.475
C 3.444 3.095 -0.952
C 2.834 1.949 -0.468
P 1.142 1.368 -1.024
C 1.105 2.291 -2.665
C 0.274 3.354 -3.002
C 0.291 3.909 -4.280
C 1.151 3.414 -5.245
C 1.984 2.344 -4.928
C 1.944 1.785 -3.664
C -0.028 2.409 -0.077
C 0.389 3.227 0.970
C -0.532 3.942 1.720
C -1.891 3.847 1.444
C -2.319 3.027 0.412
C -1.390 2.318 -0.338
H 5.268 0.967 1.698
H 6.312 3.062 0.857
H 5.143 4.406 -0.858
H 2.951 3.693 -1.711
H -0.394 3.770 -2.260
H -0.367 4.738 -4.513
H 1.171 3.850 -6.236
H 2.657 1.942 -5.675
H 2.582 0.937 -3.432
H 1.442 3.285 1.216
H -0.187 4.565 2.536
H -2.608 4.405 2.033
H -3.376 2.924 0.194
H -1.737 1.691 -1.150
N -1.518 -2.832 -1.534
P -1.554 -1.092 -1.239
C -3.316 -1.058 -0.708
C -3.566 -0.588 0.576
C -4.864 -0.535 1.071
C -5.921 -0.959 0.281
C -5.681 -1.442 -1.002
C -4.386 -1.489 -1.493
C -1.733 -0.454 -2.961
C -0.837 -0.875 -3.943
C -0.874 -0.332 -5.218
C -1.794 0.659 -5.531
C -2.683 1.097 -4.560
C -2.654 0.539 -3.289
C -0.355 -3.568 -1.476
C -0.405 -4.949 -1.216
C 0.761 -5.667 -1.240
C 1.970 -5.017 -1.495
C 1.936 -3.661 -1.691
N 0.798 -2.944 -1.703
H -2.318 -3.330 -1.169
H -2.732 -0.266 1.185
H -5.044 -0.161 2.071
H -6.934 -0.917 0.661
H -6.506 -1.774 -1.619
H -4.202 -1.852 -2.499
H -0.087 -1.622 -3.701
H -0.166 -0.672 -5.963
H -1.810 1.095 -6.522
H -3.395 1.880 -4.786
H -3.363 0.890 -2.548
H -1.353 -5.414 -0.981
H 0.741 -6.731 -1.041
H 2.912 -5.545 -1.509
H 2.839 -3.081 -1.824
C 1.324 -0.547 7.730
C 0.970 -0.960 6.325
C 1.554 -2.070 5.735
C 1.214 -2.488 4.450
C 1.864 -3.712 3.873
C 0.263 -1.758 3.726
Se -0.239 -2.340 1.969
C -0.304 -0.603 4.288
C -1.256 0.274 3.523
C 0.047 -0.236 5.583
H 2.053 -1.230 8.167
H 0.443 -0.539 8.375
H 1.751 0.459 7.756
H 2.291 -2.642 6.291
H 2.431 -4.244 4.640
H 2.514 -3.447 3.040
H 1.106 -4.375 3.448
H -0.889 0.425 2.504
H -1.358 1.242 4.016
H -2.249 -0.176 3.455
H -0.401 0.654 6.015

Here are the Löwdin charges for atoms 1 to 5, given in e: 0.072, -0.621, 0.845, -0.823, -0.541

> The highest net charge belongs to which entry?

C44H40BrN3O2PbSSb2Se4